[1]
Formula: C18H41N2O2P3Pm
Source: the OMol25 dataset
Level of theory: ωB97M-V/def2-TZVPD

Geometry as ORCA input:
```
! wB97M-V def2-TZVPD RIJCOSX def2/J DEFGRID3
* xyz 3 5
Pm -0.24481 0.17267 -1.08570
P 1.81519 1.31721 0.53405
P -1.34279 2.62877 -1.85433
P 2.01826 -0.53966 -2.64163
H -1.66106 -4.80265 -0.86845
C -0.56478 -4.81121 -0.84059
C 0.11034 -4.61649 0.30667
H -0.41094 -4.50013 1.26348
C 1.17800 1.83548 2.16713
C 2.65634 2.84621 -0.00343
C 3.22596 0.28580 1.07040
C -2.85143 2.60612 -2.89449
C -1.90921 3.74332 -0.50519
C -0.31896 3.81944 -2.80754
C 2.69782 -2.17440 -2.15676
C 3.54441 0.46320 -2.77688
C 1.66270 -0.83089 -4.41174
H -0.05488 -5.04515 -1.78205
H 1.20417 -4.55640 0.32252
H 1.04292 0.96051 2.81669
H 0.21760 2.35779 2.06505
H 1.91662 2.51525 2.61350
H 1.91169 3.59214 -0.31337
H 3.32480 2.63888 -0.84862
H 3.23059 3.22874 0.85121
H 2.85680 -0.49345 1.75048
H 3.94838 0.92344 1.59819
H 3.71233 -0.19818 0.21418
H -3.04682 3.61642 -3.28056
H -3.71754 2.28147 -2.30250
H -2.72775 1.92363 -3.74563
H -2.13033 4.74156 -0.90939
H -1.12846 3.83765 0.26163
H -2.81612 3.33908 -0.03628
H -0.89629 4.73499 -3.00044
H -0.02553 3.37237 -3.76605
H 0.59153 4.07784 -2.25122
H 3.25362 -2.59285 -3.00715
H 1.88397 -2.86165 -1.87906
H 3.36586 -2.06124 -1.29261
H 4.17626 0.04336 -3.57205
H 4.10062 0.47541 -1.83147
H 3.27630 1.49560 -3.03802
H 2.52565 -1.34083 -4.86149
H 1.49674 0.13130 -4.91360
H 0.76413 -1.44904 -4.53437
C -2.09771 -1.59937 -3.36849
C -3.14500 -0.93278 -3.99576
C -3.37720 -1.26155 -5.33352
C -2.62945 -2.27570 -5.94435
C -1.67737 -3.00673 -5.22904
C -1.43032 -2.69737 -3.88446
O -1.46452 -0.95421 -2.28492
H -1.92041 0.01600 -2.06918
H -3.71156 -0.16152 -3.45952
H -4.14187 -0.72443 -5.89583
H -2.79646 -2.50066 -6.99674
H -1.11773 -3.81180 -5.70528
H -0.72003 -3.23946 -3.25610
N -2.51600 0.20469 2.53333
C -1.64902 -0.62799 1.92834
N -1.12915 -1.64871 2.62584
O -1.30451 -0.42525 0.71341
H -2.82045 0.03650 3.48635
H -2.92670 0.95176 1.99006
H -0.51818 -2.30641 2.15242
H -1.42617 -1.81943 3.57792
*
```

Computed properties:
Highest occupied orbital energy (spin up / spin down)   -17.19 / -17.19 eV

=====

[2]
Formula: C14H17N3O4
Source: the OMol25 dataset
Level of theory: ωB97M-V/def2-TZVPD

Geometry as ORCA input:
```
! wB97M-V def2-TZVPD RIJCOSX def2/J DEFGRID3
* xyz 0 1
N -1.78310 2.70778 -1.67021
C -1.17044 1.75146 -0.78142
C 0.00482 2.40809 -0.04622
C 0.97137 1.46544 0.59900
C 1.10410 1.23982 1.94645
N 2.08110 0.23453 2.12700
C 2.56737 -0.15072 0.93332
C 3.42481 -1.18862 0.54994
C 3.73281 -1.34676 -0.79714
C 3.12866 -0.53853 -1.77399
C 2.17684 0.40719 -1.44361
C 1.87059 0.57426 -0.06193
C -2.30572 1.29010 0.24456
O -3.14478 2.12082 0.62943
N -2.33953 -0.00294 0.61307
C -1.47133 -1.07541 0.27049
C -1.62533 -2.20205 1.29390
O -2.98663 -2.46285 1.47878
C -1.80382 -1.69854 -1.10791
O -2.91785 -2.04973 -1.41334
O -0.77165 -1.82029 -1.90517
H -2.26445 3.33390 -1.06330
H -2.54169 2.27598 -2.18798
H -0.75590 0.84750 -1.20528
H -0.43809 3.08271 0.72478
H 0.45562 3.12425 -0.76958
H 0.47606 1.66299 2.76172
H 2.51667 0.03507 3.01158
H 3.88771 -1.89187 1.24025
H 4.40533 -2.12811 -1.12789
H 3.34053 -0.67892 -2.81743
H 1.59029 0.97717 -2.15755
H -3.20985 -0.27555 1.07486
H -0.45875 -0.64415 0.21038
H -1.05561 -3.09085 0.94618
H -1.21175 -1.90563 2.27625
H -3.32235 -2.94346 0.69413
H -0.15604 -1.44408 -1.29612
*
```

Computed properties:
Highest occupied orbital energy   -8.55 eV
SMILES string   N[C@@H](Cc1c[nH]c2ccccc12)C(=O)N[C@@H](CO)C(=O)O

=====

[3]
Formula: C4H7F2NO
Source: the OMol25 dataset
Level of theory: ωB97M-V/def2-TZVPD

Geometry as ORCA input:
```
! wB97M-V def2-TZVPD RIJCOSX def2/J DEFGRID3
* xyz 0 1
C -1.00081 1.30492 0.73811
C 1.61417 -1.28085 0.52116
C 0.90787 -0.82850 -0.73471
C -0.56852 -0.54826 -0.50539
N -1.73576 2.12951 0.01908
O -0.65960 1.39594 1.81104
F -1.30673 -0.19111 -1.54441
F -1.33147 -1.50288 0.10064
H 1.97395 -0.44248 1.24754
H 2.52976 -1.80787 0.31720
H 0.97291 -1.74858 1.14221
H 1.16134 0.09952 -1.09907
H 1.14076 -1.63952 -1.42493
H -1.70670 2.02851 -0.96227
H -1.99114 3.03165 0.37381
*
```

Computed properties:
Highest occupied orbital energy   -8.29 eV

=====

[4]
Formula: C2BrFNO4
Source: the OMol25 dataset
Level of theory: ωB97M-V/def2-TZVPD

Geometry as ORCA input:
```
! wB97M-V def2-TZVPD RIJCOSX def2/J DEFGRID3
* xyz -1 1
C 2.37339 0.38354 -1.34341
C -0.71972 0.18083 0.13957
N -1.72443 -0.09693 1.25874
O 1.64198 0.95032 -2.01558
O -2.88686 -0.34485 0.94020
O 3.16189 -0.17761 -0.72858
O -1.37027 0.19868 2.39998
F 0.54583 -0.00871 0.64245
Br -1.02182 -1.08526 -1.29338
*
```

Computed properties:
Highest occupied orbital energy   -3.55 eV

=====

| no. | energy (a.u.) |
| --- | --- |
| 1 | -2601.96673 |
| 2 | -1008.93630 |
| 3 | -486.25814 |
| 4 | -3105.77765 |